Density functional theory data (the ωB97M-V functional and the def2-TZVPD basis) for a cluster of 5 separate species, C19H51NO19P5 in total.

Each line ends with the Mulliken charge.
Cartesian coordinates (Å):
H 1.52401 -7.03230 -11.66097  0.29
C 2.30545 -3.22691 -0.36219  -0.38
H -1.84003 3.24552 3.48562  0.27
H 4.64997 -1.57159 -2.30046  0.26
O -8.07879 4.91902 0.89780  -0.70
H 3.22162 -3.79254 -0.52425  0.28
N -0.88760 3.24313 3.84173  -0.54
C 1.61128 -6.27052 -10.88553  -0.62
H 2.04737 4.32474 7.80157  0.39
O -5.97792 3.79823 1.89816  -0.23
C 3.70598 -1.51166 -2.83326  -0.61
H -7.56600 3.21501 -0.93760  0.33
O -2.86704 4.97110 4.08006  -0.65
C 0.49640 4.54925 5.41120  -0.92
P -1.70148 3.27082 6.60555  0.14
H -3.16936 1.46545 5.69801  0.28
O 4.43149 0.55703 -0.53186  -0.48
H -1.46052 1.16359 5.34308  0.37
H 1.04788 -5.39312 -11.18992  0.26
H 1.77515 -9.14237 -6.46763  0.38
H 2.54248 3.95781 5.46132  0.33
P 1.65730 -3.11807 -2.92671  0.99
O 1.03181 -6.71441 -9.65922  -0.33
H 3.78421 -9.06306 -11.22109  0.26
O 4.09620 0.64212 2.01600  -0.37
O 3.17970 2.50870 0.57925  -0.29
H 0.83037 5.12869 4.54701  0.43
H 1.14002 -3.66821 -5.46539  0.35
H 2.66207 1.75422 3.06801  0.41
H 3.25208 -10.31712 -10.07311  0.24
O 1.94261 -7.31485 -7.49188  -0.17
C -7.86350 2.28217 -0.46179  -0.67
H 2.03474 0.34362 2.17576  0.29
P 4.31699 1.40842 0.65922  0.86
C -3.35008 4.02100 6.81466  -1.03
H 2.57871 2.66745 7.51431  0.40
O -7.76436 2.36620 0.96242  -0.32
H 1.72848 1.15795 -0.11823  0.24
O 1.48513 2.26276 5.20682  -0.44
H -7.07253 4.66990 4.40082  0.31
H -4.85212 5.40547 1.21282  0.26
C -1.81724 5.30179 4.67752  -0.18
H -3.21732 5.03923 7.18633  0.38
O -1.41671 6.41963 4.98341  -0.76
H 0.09938 -5.03216 -5.01859  0.26
O 2.95001 -8.35342 -9.49858  -0.31
H -3.89243 3.44474 7.57312  0.44
O 1.50852 -4.54200 -3.59726  -0.28
O -8.19246 3.52213 3.05939  -0.36
O 5.60077 2.26313 0.99772  -0.40
H 1.79577 -5.32048 -5.47157  0.10
C -0.90715 4.05824 5.06167  0.97
H -8.14398 3.43212 5.08254  0.35
H -2.07638 0.92059 6.97781  0.34
H -6.61720 2.95461 4.30094  0.29
O 3.22046 -2.85942 -3.00829  -0.30
C -5.29497 5.06074 2.14398  -0.54
H -4.52760 4.88277 2.89374  0.21
H 2.65731 -6.00253 -10.74450  0.29
H 0.86971 1.73769 5.73176  0.31
H -5.99681 5.81460 2.50022  0.35
H 1.07987 -7.72052 -5.66602  0.26
H 2.05419 -9.45289 -11.04686  0.36
H -7.21415 1.47418 -0.79367  0.26
H 2.99641 0.11826 3.64726  0.32
C 2.86794 0.73268 2.76192  -0.69
H 2.53981 -2.16529 -0.27985  0.07
O 1.36576 -3.47423 -1.41338  -0.37
C 6.48679 2.66689 -0.05156  -0.68
H 6.05009 2.48791 -1.03257  0.30
C 3.00427 -9.35774 -10.52260  -0.72
C 1.59347 3.55205 5.83063  0.23
C -7.44988 3.65546 4.27653  -0.68
O 0.60071 -9.10196 -8.79060  -0.68
C 1.11301 -4.63755 -4.97122  -0.49
O 0.82439 -2.05818 -3.49635  -0.70
H -8.89466 2.05769 -0.73079  0.23
P -7.53130 3.78078 1.64108  0.97
H 1.99426 2.59847 -1.11486  0.24
C -2.15157 1.55687 6.09179  -1.13
H 7.41379 2.10316 0.03694  0.25
H 2.84266 -7.91435 -5.75121  0.29
P 1.53817 -7.98118 -8.86020  0.91
H 3.01670 -0.90450 -2.25160  0.27
H -0.60772 2.28568 4.00605  0.19
H 0.39882 5.26557 6.23402  0.24
H 3.85119 -1.04795 -3.80677  0.30
H 0.85461 2.99770 7.80686  0.34
C 1.90496 -8.07868 -6.27759  -0.73
H 1.15691 2.74357 0.45430  0.27
H -3.93629 4.06308 5.89613  0.07
H 1.82822 -3.55746 0.55613  0.28
C 1.94030 2.22642 -0.09390  -0.57
C 1.76333 3.37814 7.33680  -1.50
H 6.68875 3.72814 0.07642  0.27

Force components x, y, z for each atom (eV/Å):
H 0.0 0.0 0.0
C 0.0 0.0 0.0
H 0.0 0.1 0.0
H 0.0 0.0 0.0
O 0.0 0.0 0.0
H 0.0 0.0 0.0
N -0.1 -0.1 0.1
C 0.0 0.0 0.0
H -0.2 0.0 0.0
O 0.0 0.1 -0.1
C 0.1 0.1 0.0
H 0.0 0.0 0.0
O -0.3 0.0 -0.2
C 0.1 0.2 0.3
P 0.6 -0.1 0.3
H 0.1 0.1 -0.1
O -0.1 -0.1 0.0
H 0.0 0.0 0.1
H 0.0 0.0 0.0
H 0.0 0.0 -0.1
H -0.1 -0.1 -0.1
P 0.0 0.0 0.0
O 0.0 0.0 0.0
H 0.0 0.0 0.0
O 0.0 0.0 0.0
O 0.0 -0.1 0.0
H 0.0 -0.1 0.0
H 0.0 0.0 0.0
H 0.0 0.0 0.0
H 0.0 0.0 0.0
O -0.1 0.0 0.0
C 0.1 0.0 0.0
H 0.0 0.0 0.0
P 0.0 0.1 0.0
C -0.4 0.1 0.0
H -0.1 0.1 0.0
O -0.1 0.0 0.0
H 0.0 0.0 0.0
O 0.0 -0.2 0.0
H 0.0 0.0 0.0
H 0.0 0.0 0.0
C 0.2 -0.6 -0.1
H 0.0 0.0 0.0
O 0.2 0.7 0.4
H 0.0 0.0 0.0
O 0.0 0.0 -0.1
H 0.1 0.1 0.0
O -0.1 0.0 0.0
O 0.0 0.0 0.0
O 0.1 -0.1 0.0
H 0.0 0.0 0.0
C -0.3 -0.1 -0.4
H 0.0 0.0 0.0
H 0.0 0.0 -0.1
H 0.0 0.0 0.0
O 0.0 0.0 0.0
C 0.0 0.0 0.1
H 0.1 0.0 -0.1
H 0.0 0.0 0.0
H 0.0 0.1 0.0
H 0.0 0.0 0.0
H 0.0 0.0 0.0
H 0.0 0.0 0.0
H 0.0 0.0 0.0
H 0.1 0.0 0.0
C -0.1 0.0 0.1
H 0.0 0.0 0.0
O 0.0 0.0 0.0
C 0.0 0.1 0.0
H 0.0 0.0 0.0
C 0.0 0.0 0.0
C 0.1 0.2 0.0
C 0.0 0.0 0.0
O 0.0 0.0 0.0
C 0.0 0.0 -0.1
O 0.0 0.0 0.0
H 0.0 0.0 0.0
P 0.0 -0.1 0.0
H 0.0 0.0 0.0
C -0.2 -0.2 0.1
H 0.0 0.0 0.0
H 0.0 0.0 0.0
P 0.0 0.0 0.1
H 0.0 0.0 0.0
H 0.2 0.1 0.0
H 0.0 0.0 -0.2
H 0.0 0.0 0.0
H 0.0 0.1 0.0
C 0.1 -0.1 0.2
H 0.0 0.0 0.0
H 0.1 0.0 0.0
H 0.0 0.0 0.0
C -0.1 0.0 0.0
C 0.2 -0.2 -0.1
H 0.0 0.0 0.0

As for the total charge: -1. For the calculated total energy, the calculation gives -107378.2193 eV. The value obtained for the HOMO energy is -4.68 eV.